This record from the OMol25 dataset describes 10 unconnected molecules or ions with the total composition C16H23BCl27IO3 at a distorted geometry. The level of theory is the ωB97M-V functional and the def2-TZVPD basis.

The geometry in XYZ format:
```
71
C16H23BCl27IO3, DFT the ωB97M-V functional and the def2-TZVPD basis
C 1.84303 -1.18363 -2.28918
C 2.33244 0.38064 -2.27986
C 1.48930 1.38227 -1.31047
I 1.74326 3.52724 -1.87044
B 1.70106 1.16424 0.31201
C 3.19051 1.48060 0.88578
C 4.37926 0.42943 0.62840
C 5.57481 1.06552 -0.35361
O 4.04841 -0.89191 0.10533
C 1.02376 -0.26394 0.87820
O -0.10837 -0.72322 0.34008
O 1.64726 -1.01013 2.02159
H 0.74402 -1.32345 -2.73326
H 2.54913 -1.74561 -3.07084
H 1.99801 -1.75448 -1.26903
H 2.18076 0.77905 -3.39545
H 3.49516 0.41749 -2.09479
H 0.33339 1.16530 -1.51607
H 0.99046 1.99808 0.80766
H 3.52377 2.53388 0.43291
H 3.10975 1.67441 2.05761
H 4.93205 0.24836 1.67207
H 6.61631 0.95120 0.21718
H 5.36025 2.16768 -0.68122
H 5.69269 0.40216 -1.33110
H 4.65978 -1.61758 0.44178
C -2.10098 -0.81376 3.50676
Cl -1.06560 0.60159 3.76087
Cl -1.97283 -1.93194 4.87519
Cl -3.78454 -0.31739 3.26448
H -1.76154 -1.33149 2.60599
C -3.09108 1.85927 -1.11194
Cl -1.75552 2.23225 -2.21510
Cl -2.47126 1.41502 0.48738
Cl -4.19943 3.23620 -0.98916
H -3.64376 1.00724 -1.51596
C 5.88065 4.66401 1.77612
Cl 7.32879 3.80976 1.21669
Cl 4.71219 4.83824 0.45563
Cl 5.14782 3.81400 3.14721
H 6.17652 5.66244 2.10817
C -2.84267 5.79310 -3.28543
Cl -3.25246 5.19736 -4.90314
Cl -1.11021 6.14718 -3.17334
Cl -3.79852 7.23219 -2.89196
H -3.08213 5.01161 -2.55977
C -7.52667 -0.62472 2.83524
Cl -7.59662 -1.52816 1.31250
Cl -6.52899 0.82793 2.65139
Cl -9.15734 -0.19480 3.37887
H -7.06797 -1.26379 3.59407
C 3.60832 -4.92968 0.27304
Cl 3.19853 -5.52542 -1.34467
Cl 5.34078 -4.57560 0.38513
Cl 2.65247 -3.49058 0.66651
H 3.36886 -5.71117 0.99870
C 5.42471 -5.80690 -4.50359
Cl 5.88934 -5.23461 -6.11493
Cl 5.38272 -4.45992 -3.35327
Cl 3.85347 -6.62371 -4.56276
H 6.17431 -6.52635 -4.16426
C -2.52030 -2.22315 -2.73313
Cl -3.18150 -3.56161 -3.68767
Cl -1.74460 -1.03007 -3.78869
Cl -3.79340 -1.46193 -1.76400
H -1.76426 -2.62517 -2.05383
C -11.57905 -0.50923 6.12343
Cl -11.21247 -1.25363 7.68909
Cl -12.05145 -1.74346 4.94323
Cl -12.85590 0.70695 6.29666
H -10.67668 -0.01168 5.75896
```

LUMO energy, eV: 2.58
Multiplicity: 1
Calculated total energy, a.u.: -13596.75554
Total charge: -2
Max |F|, eV/Å: 6.38
E_HOMO, eV: -1.056

Atom charges from the Mulliken analysis, given in e for atoms 1 to 6:
1. C 0.02
2. C -0.03
3. C -0.01
4. I -0.25
5. B 0.27
6. C 0.54